(1)
A molecular structure, C19H31MnN2O at a distorted geometry. Source: the Open Molecules 2025 dataset; level of theory: wB97M-V/def2-TZVPD.

Geometry as XYZ:
```
54
Properties=species:S:1:pos:R:3:forces:R:3:lowdin_spin:R:1
C -3.700 -2.284 -0.649 -0.19 0.06 0.00 0.577
C -3.313 -3.310 0.331 -0.02 -0.57 0.34 0.087
C -4.920 -1.499 -0.376 -0.58 0.03 0.06 0.076
C -3.442 -2.602 -2.064 -0.06 -0.31 -0.50 0.081
H -5.803 -2.125 -0.621 0.10 0.24 0.04 0.031
H -4.988 -0.600 -1.005 -0.14 -0.15 0.24 0.007
H -5.028 -1.232 0.682 -0.14 0.00 -0.32 0.003
H -4.058 -4.130 0.299 0.22 0.02 0.05 0.035
H -3.320 -2.939 1.363 -0.10 -0.21 -0.26 0.006
H -2.336 -3.750 0.082 -0.22 0.06 0.23 0.005
H -4.240 -3.265 -2.447 0.17 0.07 0.01 0.032
H -2.495 -3.144 -2.172 -0.19 0.11 -0.19 0.003
H -3.460 -1.709 -2.698 0.00 -0.27 -0.05 0.008
C -0.510 0.839 1.873 -0.22 -0.67 0.66 -0.035
C -1.921 0.985 1.613 -0.05 -0.81 0.53 -0.039
C -2.500 -0.333 1.589 0.47 -0.22 0.52 -0.019
H -2.515 1.900 1.528 0.56 -0.40 -0.05 0.000
C -1.449 -1.288 1.867 -0.12 1.11 -0.04 0.007
C -0.231 -0.559 2.039 -0.71 0.16 0.33 0.003
H 0.709 -1.032 2.321 -0.13 0.42 -0.47 0.003
H 0.184 1.655 2.072 -0.11 -0.36 -0.48 -0.001
H -3.556 -0.558 1.499 0.45 0.13 -0.09 0.000
H -1.582 -2.359 1.969 0.25 0.33 -0.11 0.005
C 0.089 0.125 -1.790 -1.36 0.77 -0.12 0.004
C -0.183 1.398 -1.167 0.10 -0.65 -0.93 -0.033
C -1.607 1.550 -1.053 -0.17 -0.82 -0.97 -0.038
H 0.560 2.180 -0.995 -0.27 -0.51 0.38 -0.001
C -2.232 0.360 -1.590 1.06 -0.05 -0.58 -0.016
C -1.168 -0.513 -2.052 -0.17 0.90 0.12 0.014
H -1.326 -1.451 -2.578 0.25 0.32 0.36 0.006
H 1.039 -0.252 -2.139 0.05 0.03 0.48 0.003
H -2.169 2.425 -0.738 0.39 -0.25 0.12 0.000
H -3.288 0.180 -1.734 0.25 0.14 0.20 0.001
Mn -1.093 -0.163 0.056 0.56 1.32 0.47 2.181
C 3.931 -0.338 -1.602 0.10 0.16 -0.30 0.000
N 4.039 0.763 -0.670 -0.61 0.06 1.15 0.000
C 5.307 1.470 -0.662 0.28 0.35 -0.08 0.000
C 3.225 0.733 0.459 -0.10 -0.69 -0.61 0.000
O 2.403 -0.187 0.628 0.75 0.94 0.21 0.003
N 3.400 1.799 1.340 -0.50 -0.51 -0.49 0.000
C 3.373 3.148 0.802 0.34 0.35 -0.03 0.000
C 2.942 1.646 2.707 0.14 -0.08 0.23 0.000
H 4.750 -1.049 -1.452 -0.12 -0.06 0.00 0.000
H 3.995 0.046 -2.625 -0.02 -0.09 0.05 0.000
H 2.982 -0.836 -1.444 0.05 -0.13 -0.02 0.000
H 5.260 2.404 -1.241 0.05 -0.20 0.11 0.000
H 5.605 1.710 0.364 -0.04 -0.08 -0.27 0.000
H 6.080 0.837 -1.114 -0.17 0.08 0.13 0.000
H 2.637 3.745 1.357 0.12 -0.10 -0.18 0.000
H 4.348 3.642 0.902 -0.22 0.05 -0.09 0.000
H 3.088 3.135 -0.256 0.13 0.04 0.18 0.000
H 2.332 2.510 2.994 0.01 -0.20 0.02 0.000
H 2.361 0.728 2.805 0.07 0.10 0.02 0.000
H 3.798 1.598 3.392 -0.21 0.02 -0.04 0.000
```
Positions in Å, forces in eV/Å.

net charge: +1
expectation value of S²: 3.848
DFT total energy: -2077.9745 hartree
E_HOMO (spin up / spin down): -9.99 / -11.67 eV
LUMO level (spin up / spin down): -3.83 / -3.69 eV
relative energy (zero: lowest compared OMol25 entry of this formula, charge and spin): 0.273 eV
spin multiplicity: 4
Kohn-Sham gap (spin up / spin down): 0.226 / 0.293 Eh

(2)
A gas-phase ion, C19H31N2O3 (charge +1). Source: the Open Molecules 2025 dataset; level of theory: wB97M-V/def2-TZVPD.

Geometry as XYZ:
```
55
Properties=species:S:1:pos:R:3:forces:R:3:mulliken_charge:R:1
C 5.844 -1.721 -1.737 0.33 -0.51 -0.04 -0.716
O 5.144 -0.513 -1.962 -0.30 0.28 0.05 -0.458
C 4.405 0.081 -1.002 -0.07 0.13 0.04 0.239
C 3.994 1.374 -1.315 0.08 -0.26 0.04 -0.759
C 3.210 2.125 -0.460 0.13 -0.10 0.20 -0.362
C 2.804 1.589 0.757 0.04 0.02 0.02 -0.081
C 1.919 2.364 1.703 0.06 -0.01 -0.09 -0.914
C 0.754 3.039 0.968 0.33 0.20 0.52 -0.912
N 0.212 2.137 -0.065 -0.34 0.44 -0.74 0.094
C -0.561 0.975 0.397 -0.44 -0.35 0.04 -1.142
C -1.912 1.106 -0.364 0.52 0.18 0.23 1.188
O -2.001 2.123 -1.061 -0.20 0.15 -0.26 -0.755
N -2.857 0.199 -0.227 -0.18 0.21 0.08 0.183
C -2.670 -1.019 0.561 0.20 -0.49 0.23 0.041
C -2.152 -2.173 -0.302 -0.03 0.14 0.19 -1.531
C -3.954 -1.391 1.313 0.06 0.04 -0.10 -1.029
C -5.178 -1.383 0.408 0.03 0.20 0.12 -0.648
C -5.324 0.005 -0.200 0.14 -0.13 -0.02 -0.820
C -4.090 0.406 -1.007 -0.45 0.30 -0.34 -0.128
C -4.014 -0.289 -2.365 0.04 0.14 0.17 -1.406
C 3.204 0.298 1.080 0.00 -0.01 0.01 -0.421
C 4.004 -0.466 0.239 0.12 -0.17 -0.12 1.014
O 4.401 -1.734 0.543 -0.02 0.39 -0.43 -0.460
C 4.183 -2.235 1.841 -0.05 -0.13 0.27 -0.906
H 6.422 -1.882 -2.646 -0.03 0.00 0.09 0.293
H 6.523 -1.639 -0.886 -0.04 0.00 -0.06 0.297
H 5.165 -2.561 -1.583 0.09 0.09 -0.04 0.244
H 4.326 1.781 -2.256 0.07 0.03 -0.14 0.474
H 2.969 3.142 -0.730 -0.06 0.17 -0.05 0.424
H 1.542 1.689 2.473 -0.01 0.03 0.04 0.377
H 2.500 3.136 2.210 -0.11 0.04 0.07 0.476
H 1.097 3.945 0.467 -0.12 -0.08 -0.06 0.474
H -0.041 3.315 1.662 -0.04 -0.01 -0.13 0.408
H -0.560 2.603 -0.693 0.58 -0.24 0.34 0.487
H 1.022 1.857 -0.641 -0.34 -0.10 0.07 0.338
H -0.056 0.039 0.166 0.05 0.07 0.06 0.302
H -0.734 1.042 1.472 0.10 -0.03 -0.04 0.349
H -1.910 -0.800 1.318 -0.08 0.01 -0.08 0.385
H -2.942 -2.606 -0.904 -0.07 -0.06 -0.11 0.363
H -1.756 -2.953 0.342 0.04 -0.11 0.05 0.448
H -1.360 -1.838 -0.968 0.10 0.00 -0.09 0.356
H -3.813 -2.374 1.762 0.06 0.00 0.06 0.390
H -4.112 -0.673 2.120 0.00 -0.01 0.06 0.404
H -5.089 -2.138 -0.372 -0.05 -0.10 -0.04 0.371
H -6.064 -1.622 0.995 -0.01 -0.08 -0.04 0.349
H -6.190 0.047 -0.859 -0.02 0.08 -0.02 0.378
H -5.478 0.729 0.603 -0.04 0.04 0.01 0.368
H -4.132 1.484 -1.195 0.00 -0.26 0.07 0.404
H -3.083 -0.038 -2.866 0.08 0.00 -0.09 0.375
H -4.089 -1.368 -2.281 -0.01 -0.14 -0.03 0.300
H -4.835 0.060 -2.985 -0.08 0.01 -0.08 0.440
H 2.892 -0.114 2.027 -0.03 -0.09 0.10 0.460
H 3.118 -2.392 2.040 0.04 0.03 0.00 0.318
H 4.608 -1.576 2.603 -0.02 -0.01 -0.03 0.371
H 4.694 -3.195 1.869 -0.06 0.06 0.06 0.269
```
Positions in Å, forces in eV/Å.

net charge: +1
SMILES string: COc1ccc(CC[NH2+]CC(=O)N2[C@H](C)CCC[C@@H]2C)cc1OC
DFT total energy: -1077.6028 hartree
E_HOMO: -10.86 eV
LUMO level: -2.30 eV
relative energy (zero: lowest compared OMol25 entry of this formula, charge and spin): 0.000 eV
spin multiplicity: 1
Kohn-Sham gap: 0.315 Eh

(3)
A molecular structure, C19H31N2SW at a distorted geometry. Source: the Open Molecules 2025 dataset; level of theory: wB97M-V/def2-TZVPD.

Geometry as XYZ:
```
54
Properties=species:S:1:pos:R:3:forces:R:3:lowdin_spin:R:1
C -0.199 0.520 -3.086 0.53 0.53 -1.78 0.030
C 0.295 1.951 -3.475 -0.31 -0.35 -0.43 0.033
C 0.477 -0.425 -4.180 -0.21 0.38 0.21 0.010
C -1.687 0.508 -3.530 0.08 0.16 -0.13 0.013
H 0.126 0.012 -5.148 0.48 -0.59 0.54 0.000
H 0.150 -1.482 -4.140 0.06 0.55 -0.09 0.001
H 1.589 -0.447 -4.202 -0.72 0.18 -0.01 0.000
H -0.100 2.119 -4.495 0.31 0.40 0.42 0.004
H 1.396 2.053 -3.513 -0.62 -0.11 -0.12 0.000
H -0.120 2.689 -2.771 0.09 0.03 -0.47 0.010
H -1.680 0.840 -4.586 -0.38 -0.08 0.49 0.002
H -2.294 1.201 -2.923 0.11 -0.15 -0.41 0.004
H -2.143 -0.495 -3.499 0.22 0.48 -0.16 0.000
C 1.862 0.203 0.688 0.82 0.11 -1.15 0.015
C 2.060 -0.587 -0.495 1.03 1.00 0.08 -0.007
C 2.005 0.310 -1.615 1.99 0.46 -0.22 0.047
H 2.311 -1.650 -0.559 -0.15 0.75 0.11 0.000
C 1.766 1.659 -1.117 1.59 -0.17 0.05 0.070
C 1.699 1.574 0.285 0.49 -0.03 0.02 0.055
H 1.555 2.439 0.934 -0.04 -0.49 -0.20 0.002
H 2.028 -0.161 1.701 -0.62 0.14 -0.39 0.001
H 2.224 0.037 -2.630 0.14 0.08 0.17 0.003
H 1.769 2.568 -1.698 0.00 -0.17 0.25 0.009
C -2.215 -1.087 0.323 0.73 -1.17 -0.24 0.062
C -1.112 -1.899 0.740 -0.50 0.53 -0.76 0.071
C -0.225 -2.072 -0.374 -2.27 -0.04 -0.64 -0.006
H -0.982 -2.360 1.724 0.06 0.52 -0.31 0.003
C -0.904 -1.519 -1.547 -0.47 -0.88 1.00 0.022
C -2.083 -0.802 -1.066 0.54 -0.91 0.23 0.041
H -2.849 -0.357 -1.695 0.26 -0.21 0.47 0.005
H -3.072 -0.785 0.919 0.42 0.02 0.02 0.004
H 0.645 -2.718 -0.423 -0.42 0.15 0.09 -0.001
H -0.701 -1.798 -2.563 0.00 -0.07 0.08 0.006
W 0.041 0.316 -0.914 -2.39 -1.74 3.04 1.402
C 2.311 3.168 4.274 -0.13 -0.14 0.28 0.000
C 0.820 3.414 4.500 -0.58 -0.54 0.51 0.000
N -0.116 2.725 3.541 0.67 0.67 0.01 0.005
C -0.029 1.485 3.043 -0.11 -0.09 -0.37 0.016
S -0.918 1.172 1.543 -0.25 0.63 1.41 0.058
N 0.660 0.518 3.706 -0.85 0.62 0.23 0.008
C 0.759 0.405 5.218 1.19 -0.39 -1.47 0.001
C -0.479 -0.120 5.873 -0.52 0.18 0.00 0.000
H 2.574 2.098 4.263 -0.05 0.49 -0.06 0.000
H 2.853 3.648 5.105 -0.14 -0.19 -0.35 0.000
H 2.629 3.638 3.346 0.10 -0.10 -0.07 0.000
H 0.521 3.152 5.539 0.17 0.25 -0.66 0.000
H 0.627 4.480 4.390 -0.15 -0.07 -0.06 0.000
H -0.692 3.364 2.987 0.33 -0.60 0.21 0.000
H 0.611 -0.365 3.214 -0.10 0.04 0.21 0.000
H 1.611 -0.284 5.347 -0.33 0.27 0.19 0.000
H 1.072 1.365 5.605 -0.07 -0.12 0.08 0.000
H -0.721 -1.127 5.547 -0.02 -0.08 -0.04 0.000
H -0.322 -0.135 6.947 -0.01 -0.07 0.18 0.000
H -1.335 0.529 5.672 0.01 -0.05 0.01 0.000
```
Positions in Å, forces in eV/Å.

net charge: +1
expectation value of S²: 2.017
DFT total energy: -1316.9705 hartree
E_HOMO (spin up / spin down): -9.94 / -10.85 eV
LUMO level (spin up / spin down): -3.07 / -3.49 eV
spin multiplicity: 3
Kohn-Sham gap (spin up / spin down): 0.253 / 0.271 Eh